[1]
The following is a DFT calculation (ωB97M-V/def2-TZVPD) of a structure of composition C26H28ClN3O9PbS3 at a distorted geometry.

Geometry (Å):
Pb (-1.16385, -3.15062, 0.62232)
C (5.20913, 1.66695, -1.37066)
C (4.08599, 0.68230, -1.45221)
C (4.03924, -0.12102, -2.60643)
C (3.22106, -1.20519, -2.64262)
C (2.46232, -1.53100, -1.49649)
C (2.46716, -0.76363, -0.39301)
C (3.28746, 0.38980, -0.37553)
S (1.42196, -3.04628, -1.59866)
O (0.19107, -2.57946, -2.24564)
O (2.24947, -3.98670, -2.35678)
N (1.01660, -3.57608, -0.19905)
C (1.87803, -4.37538, 0.57570)
C (1.03621, -5.34598, 1.45984)
O (1.60844, -6.29827, 1.99233)
O (-0.14528, -4.95493, 1.69958)
H (6.15739, 1.19896, -1.65674)
H (5.37522, 2.18093, -0.38957)
H (5.08453, 2.45727, -2.10947)
H (4.63983, 0.21391, -3.46513)
H (3.18862, -1.78169, -3.52392)
H (1.87523, -1.10204, 0.47491)
H (3.30507, 0.97240, 0.53920)
H (2.52634, -3.81324, 1.26784)
H (2.54576, -4.95793, -0.03360)
O (-3.99630, -0.17284, 2.59047)
Cl (-4.24153, -0.90279, 1.36241)
O (-5.56646, -0.56531, 0.89105)
O (-4.10584, -2.33199, 1.57517)
O (-3.23792, -0.49869, 0.35052)
S (0.17542, -1.55968, 2.30635)
C (-0.62799, -1.46283, 3.88254)
C (-1.10634, -0.17675, 4.26077)
C (-1.84648, 0.03078, 5.41333)
C (-2.07637, -1.05328, 6.28627)
C (-1.66707, -2.32660, 5.92852)
C (-0.96180, -2.51587, 4.71337)
H (-0.95534, 0.63868, 3.58807)
H (-2.21986, 1.01893, 5.62147)
H (-2.67522, -0.84008, 7.18345)
H (-1.90755, -3.19069, 6.59171)
H (-0.70169, -3.50355, 4.38464)
C (0.00935, 2.50239, -4.13741)
C (0.20320, 1.20833, -3.35509)
C (-1.05400, 0.31656, -3.22401)
N (-2.01273, 0.93305, -2.31295)
C (-3.03615, 1.64509, -2.67267)
S (-3.74292, 1.71719, -4.23947)
N (-3.61910, 2.41447, -1.69088)
C (-3.12541, 3.09524, -0.58454)
O (-3.86807, 3.94653, -0.10488)
C (-1.70822, 2.91820, -0.10437)
C (-1.40226, 2.02678, 0.90703)
C (-0.09479, 1.88999, 1.31463)
C (0.85956, 2.65832, 0.69182)
C (0.54941, 3.61031, -0.31100)
C (-0.76900, 3.71174, -0.75003)
H (0.87716, 3.18058, -4.01314)
H (-0.91137, 2.92602, -3.72156)
H (-0.22727, 2.36556, -5.22901)
H (0.55671, 1.52691, -2.36066)
H (0.97016, 0.60221, -3.82977)
H (-0.72795, -0.60757, -2.72718)
H (-1.51106, 0.06885, -4.14637)
H (-1.78640, 0.84134, -1.29312)
H (-4.43743, 2.86395, -2.02128)
H (-2.20546, 1.54624, 1.42740)
H (0.15091, 1.22168, 2.09981)
H (1.89413, 2.55773, 0.98248)
H (1.36898, 4.17426, -0.70238)
H (-1.04461, 4.37754, -1.53773)

Summary:
**Energy**: -100587.7167 eV
**Total charge**: -2

[2]
The following is a DFT calculation (ωB97M-V/def2-TZVPD) of a structure of composition C33H41N5PPbS2Se4Te at a distorted geometry.

Geometry (Å):
Pb (-0.90596, 1.24199, 0.74186)
S (1.67315, 2.51087, 0.75538)
C (1.77623, 1.56568, -0.70142)
N (2.98345, 0.93438, -1.01080)
C (3.06936, 0.21477, -2.25852)
C (1.74482, -0.48970, -2.52598)
N (0.72703, 0.52017, -2.63512)
C (-0.42230, 0.23088, -3.47301)
C (-0.91144, -1.19091, -3.36953)
C (-1.17081, -1.77576, -2.13244)
C (-1.65957, -3.06936, -2.05076)
C (-1.92686, -3.79016, -3.20707)
C (-1.67516, -3.21803, -4.44428)
C (-1.15838, -1.93229, -4.52046)
C (0.68186, 1.43541, -1.55704)
S (-0.70078, 2.55039, -1.43430)
C (4.03709, 0.73966, -0.04615)
C (5.26894, 1.58109, -0.28610)
C (6.53527, 1.04428, -0.08184)
C (7.66903, 1.83350, -0.21724)
C (7.54539, 3.17441, -0.54721)
C (6.28421, 3.71594, -0.75638)
C (5.15257, 2.92730, -0.61735)
H (3.88696, -0.50677, -2.19640)
H (3.27092, 0.90120, -3.08937)
H (1.53879, -1.18497, -1.69460)
H (1.78612, -1.05784, -3.45676)
H (-0.17875, 0.45766, -4.51980)
H (-1.21652, 0.91203, -3.16759)
H (-1.00264, -1.20359, -1.22601)
H (-1.85456, -3.51245, -1.08213)
H (-2.33515, -4.79089, -3.14213)
H (-1.89009, -3.76528, -5.35392)
H (-0.95315, -1.48751, -5.48762)
H (4.31655, -0.32185, -0.02077)
H (3.64051, 1.02245, 0.93099)
H (6.63811, -0.00018, 0.19217)
H (8.64906, 1.40424, -0.04765)
H (8.42921, 3.79356, -0.63837)
H (6.18226, 4.76529, -1.00383)
H (4.16464, 3.35153, -0.74994)
Se (-3.59224, -1.63922, 3.39750)
Se (-4.53102, -3.28574, 4.52557)
Te (-1.78802, -1.90438, 6.84407)
Se (-1.98048, -0.68565, 4.75303)
C (-8.82183, 2.26448, -2.06691)
C (-7.50220, 1.99609, -1.39275)
C (-7.21728, 2.48052, -0.12403)
C (-6.02517, 2.17458, 0.52344)
C (-5.76958, 2.71376, 1.90179)
C (-5.08879, 1.35497, -0.12244)
Se (-3.53972, 0.75060, 0.88274)
C (-5.33123, 0.89693, -1.42135)
C (-4.35519, 0.05264, -2.19082)
C (-6.53793, 1.23050, -2.02953)
H (-9.46470, 2.88923, -1.44757)
H (-9.34221, 1.32424, -2.26028)
H (-8.67674, 2.76203, -3.02769)
H (-7.94472, 3.10204, 0.38841)
H (-6.61310, 3.31314, 2.24526)
H (-4.86800, 3.32823, 1.90775)
H (-5.60505, 1.89285, 2.60137)
H (-3.39492, 0.01161, -1.68720)
H (-4.20379, 0.45975, -3.19224)
H (-4.72594, -0.97002, -2.29459)
H (-6.73127, 0.86223, -3.03318)
C (3.93667, -1.19158, 2.34034)
N (2.82760, -1.83577, 1.64248)
C (2.54884, -3.11991, 2.27500)
N (2.29968, -3.02482, 3.70646)
C (3.42550, -2.35287, 4.34232)
N (3.72046, -1.04404, 3.77415)
C (2.65582, -0.08624, 4.05957)
P (0.97697, -0.56754, 3.36234)
C (1.64286, -0.98018, 1.65246)
C (1.04788, -2.33631, 3.99564)
H (4.10086, -0.20684, 1.89821)
H (4.83436, -1.80020, 2.19399)
H (3.41157, -3.77526, 2.12332)
H (1.67836, -3.56629, 1.78859)
H (4.31036, -2.98470, 4.22196)
H (3.21150, -2.23825, 5.40740)
H (2.92335, 0.88554, 3.63592)
H (2.55802, 0.02293, 5.14375)
H (1.88916, -0.02869, 1.17061)
H (0.84898, -1.46708, 1.07724)
H (0.21375, -2.89453, 3.55810)
H (0.89918, -2.31389, 5.07926)

Summary:
**Energy**: -347224.0721 eV
**Total charge**: -1

[3]
The following is a DFT calculation (ωB97M-V/def2-TZVPD) of an isolated molecule of C15H22N2O4 at a distorted geometry.

Geometry (Å):
C (-6.00854, -1.14641, -0.82521)
C (-4.96220, -0.36480, 0.13158)
C (-5.78657, 0.91546, 0.57164)
C (-3.51307, -0.15881, -0.48655)
C (-2.35497, 0.09727, 0.55567)
N (-2.28277, 1.44690, 0.92026)
C (-1.06522, -0.22058, -0.23776)
O (-0.82253, -1.42410, -0.65602)
N (-0.14166, 0.77959, -0.27765)
C (1.19661, 0.08222, -0.35974)
C (2.44740, 1.05973, -0.07380)
C (3.83722, 0.48075, -0.04136)
C (4.86141, 1.32650, -0.41662)
C (6.19191, 0.99848, -0.47132)
C (6.50340, -0.24514, 0.08827)
O (7.82473, -0.64884, 0.34245)
C (5.50111, -1.21100, 0.17024)
C (4.14998, -0.89050, 0.08065)
C (1.08236, -0.91411, 0.67139)
O (0.59349, -0.45581, 1.77177)
O (1.27252, -2.12545, 0.49182)
H (-6.44350, -0.59969, -1.62897)
H (-6.80765, -1.37141, -0.10889)
H (-5.44689, -2.20321, -1.10055)
H (-4.83041, -1.02190, 0.98374)
H (-6.05171, 0.51991, 1.54529)
H (-5.03285, 1.58734, 0.69555)
H (-6.69512, 1.08719, -0.17148)
H (-3.23362, -1.11772, -0.95944)
H (-3.52007, 0.51448, -1.31923)
H (-2.21800, -0.58638, 1.41423)
H (-2.21912, 2.15425, 0.22536)
H (-1.69393, 1.66439, 1.68868)
H (-0.29758, 1.37505, -0.99110)
H (1.42375, -0.53045, -1.27162)
H (2.34788, 2.04558, -0.65684)
H (2.16068, 1.36747, 0.93748)
H (4.53971, 2.39907, -0.70038)
H (7.03738, 1.56021, -0.99470)
H (8.32560, 0.09641, -0.07474)
H (5.84671, -2.16410, 0.51292)
H (3.32339, -1.62511, 0.31605)
H (0.96076, -2.53273, -0.29109)

Summary:
**SMILES**: CC(C)C[C@H](N)C(=O)N[C@@H](Cc1ccc(O)cc1)C(=O)O
**Energy**: -27077.9288 eV

[4]
The following is a DFT calculation (ωB97M-V/def2-TZVPD) of a cluster of 2 separate species, CFIO in total at a distorted geometry.

Geometry (Å):
C (-0.05726, -0.16293, -0.24597)
O (0.01786, -1.02066, -1.00152)
F (1.21748, -0.28195, 1.09071)
I (-1.17808, 1.46553, 0.15678)

Summary:
**Energy**: -13900.8239 eV